{
  "formula": "C3H3FO",
  "method": "ωB97M-V/def2-TZVPD",
  "elements": ["O", "C", "C", "C", "F", "H", "H", "H"],
  "positions_angstrom": [[1.8346, -1.0266, 0.0537], [0.8196, -0.4463, -0.0639], [-0.5900, -0.4342, -0.4474], [-0.0145, 0.6761, 0.5087], [0.1637, 1.8441, -0.1832], [-0.9858, -0.1874, -1.3606], [-0.9220, -1.3866, -0.0426], [-0.3056, 0.9610, 1.5351]],
  "multiplicity": 1,
  "charge": 0,
  "gap_ha": 0.3685,
  "e_tot_ev": -7921.842,
  "smiles": "O=C1C[C@@H]1F",
  "largest_force_ev_per_a": 2.73
}